The following is a quantum chemistry calculation of one molecule with the formula C7H10N2 in a non-equilibrium geometry, from the OMol25 dataset.

Last columns: bonded neighbours and bond lengths (Å).
CARTESIAN COORDINATES (ANGSTROEM)
1 C 2.960 -0.032 -0.768  C2 1.208, H10 1.071
2 C 1.927 -0.092 -0.143  C1 1.208, C3 1.425
3 C 0.606 0.023 0.377  C2 1.425, C4 1.696, N8 1.530, H11 1.031
4 C -0.180 1.179 -0.585  C3 1.696, C5 1.531, C6 1.523, H12 1.047
5 C -0.977 2.130 0.311  C4 1.531, H13 1.090, H14 1.025, H15 1.012
6 C -1.066 0.161 -1.293  C4 1.523, N7 1.273, H16 1.045
7 N -1.077 -1.025 -0.831  C6 1.273, N8 1.354
8 N -0.063 -1.306 0.021  C3 1.530, N7 1.354, C9 1.422
9 C -0.342 -2.354 0.941  N8 1.422, H17 1.139, H18 1.146, H19 1.065
10 H 3.714 -0.233 -1.501  C1 1.071
11 H 0.600 0.268 1.378  C3 1.031
12 H 0.508 1.602 -1.251  C4 1.047
13 H -1.043 1.725 1.321  C5 1.090
14 H -1.843 2.293 -0.213  C5 1.025
15 H -0.593 3.065 0.355  C5 1.012
16 H -1.674 0.470 -2.085  C6 1.045
17 H -0.411 -1.960 2.007  C9 1.139
18 H -1.411 -2.765 0.956  C9 1.146
19 H 0.366 -3.148 1.003  C9 1.065

Properties
Molar mass, g/mol: 122.17
Maximum force, eV/Å: 4.61
Total energy, a.u.: -382.06982
Frontier orbital gap, eV: 9.279
Structure (SMILES): C#C[C@H]1[C@H](C)C=NN1C
Lowest unoccupied orbital energy, hartree: 0.037